A cluster of 8 separate species, C13H39FIN2O10P in total. Source: the Open Molecules 2025 dataset; level of theory: ωB97M-V/def2-TZVPD.

Its SMILES is CCC[C@@]1([C@@H](C)F)[C@](COC)([PH2]=N)NC(=O)[C@]1(I)CCO.O.O.O.O.O.O.O. The frontier orbital gap comes out at 8.22 eV.

ORCA input file:
```
! wB97M-V def2-TZVPD RIJCOSX def2/J DEFGRID3
* xyz 0 1
C -3.086 0.676 -3.207
C -1.919 -0.319 -2.546
C -1.082 0.554 -1.442
C 0.491 0.033 -1.220
C 1.274 1.057 -2.263
C 2.883 0.792 -2.397
F 0.728 0.984 -3.670
C 1.107 0.233 0.321
C 0.091 0.012 1.601
O 0.763 -0.808 2.622
C -0.167 -1.713 3.316
P 1.945 1.898 0.788
N 0.870 3.098 0.596
N 2.227 -0.768 0.676
C 2.094 -1.824 -0.398
O 3.059 -2.743 -0.433
C 0.769 -1.609 -1.395
I -0.663 -2.982 -0.368
C 1.282 -2.170 -2.844
C 0.951 -3.745 -3.154
O 1.686 -4.709 -2.295
H -4.070 0.490 -2.568
H -2.827 1.811 -3.085
H -3.322 0.355 -4.310
H -1.229 -0.763 -3.413
H -2.531 -1.220 -2.063
H -1.004 1.661 -1.881
H -1.685 0.645 -0.446
H 1.125 2.204 -1.964
H 3.373 1.836 -2.704
H 3.419 0.464 -1.408
H 3.176 0.049 -3.270
H -0.057 1.092 2.087
H -0.959 -0.428 1.315
H -1.299 -1.431 3.225
H 0.084 -1.683 4.483
H -0.041 -2.838 2.961
H 3.113 2.207 -0.011
H 2.387 1.902 2.179
H -0.025 2.666 0.222
H 3.146 -0.238 0.651
H 0.860 -1.562 -3.780
H 2.462 -2.049 -2.915
H -0.216 -3.989 -3.226
H 1.356 -3.950 -4.258
H 1.776 -5.547 -2.858
O -4.128 -1.968 0.631
H -3.454 -2.502 0.186
H -4.159 -2.331 1.529
O -1.595 -0.705 5.708
H -1.786 -0.008 5.062
H -0.953 -0.297 6.309
O -3.224 2.171 0.665
H -3.510 1.882 1.545
H -3.869 2.852 0.421
O 1.395 5.932 1.945
H 1.630 4.996 2.029
H 1.255 6.053 0.993
O 5.481 -1.839 1.211
H 5.599 -0.883 1.107
H 4.567 -1.994 0.932
O -4.658 -3.856 3.493
H -4.108 -3.362 4.119
H -4.552 -4.780 3.767
O -0.983 7.419 0.832
H -1.014 8.387 0.840
H -0.248 7.203 1.426
*
```

---

A cluster of 3 separate species, C4H12BrO4 in total. Source: the Open Molecules 2025 dataset; level of theory: ωB97M-V/def2-TZVPD.

As for the energy relative to the best compared isomer or geometry (same formula, charge and spin): 0.000 eV. The frontier orbital gap comes out at 8.52 eV.

ORCA input file:
```
! wB97M-V def2-TZVPD RIJCOSX def2/J DEFGRID3
* xyz -1 1
Br -0.527 0.032 1.747
C 1.986 3.112 0.239
C 2.826 1.996 0.807
O 2.496 1.617 2.126
O 0.613 2.780 0.064
H 2.376 3.411 -0.741
H 2.000 3.964 0.927
H 3.876 2.301 0.835
H 2.757 1.105 0.164
H 1.581 1.287 2.149
H 0.461 1.834 0.213
C -1.547 -2.781 -1.422
C -2.779 -2.596 -0.558
O -3.353 -1.316 -0.659
O -0.609 -1.755 -1.228
H -1.757 -2.891 -2.491
H -1.121 -3.780 -1.193
H -2.453 -2.745 0.486
H -3.554 -3.331 -0.776
H -2.701 -0.643 -0.420
H -0.569 -1.599 -0.271
*
```

---

A structure of composition C38H38BrCsN6O4. Source: the Open Molecules 2025 dataset; level of theory: ωB97M-V/def2-TZVPD.

As for the energy relative to the best compared isomer or geometry (same formula, charge and spin): 0.427 eV. The frontier orbital gap comes out at 5.01 eV.

ORCA input file:
```
! wB97M-V def2-TZVPD RIJCOSX def2/J DEFGRID3
* xyz -2 1
Cs 0.221 -1.686 0.040
C 1.986 -4.618 1.842
N 2.621 -3.370 1.470
C 3.464 -2.880 2.548
C 3.268 -3.334 0.200
C 3.529 -4.496 -0.514
C 4.103 -4.477 -1.783
C 4.421 -3.247 -2.343
C 4.181 -2.072 -1.649
C 3.602 -2.051 -0.356
N 3.219 -0.929 0.303
C 3.775 0.291 0.035
C 5.157 0.456 -0.216
C 5.738 1.693 -0.443
C 4.957 2.841 -0.420
C 3.600 2.714 -0.141
C 2.996 1.484 0.091
N 1.595 1.395 0.370
C 1.328 1.118 1.772
C 0.769 2.477 -0.127
H 2.732 -5.379 2.132
H 1.354 -4.436 2.715
H 1.348 -4.994 1.044
H 4.267 -3.603 2.780
H 3.905 -1.929 2.258
H 2.863 -2.734 3.450
H 3.271 -5.455 -0.081
H 4.273 -5.402 -2.320
H 4.838 -3.195 -3.343
H 4.395 -1.126 -2.129
H 5.769 -0.437 -0.240
H 6.802 1.757 -0.646
H 5.384 3.817 -0.618
H 2.994 3.612 -0.128
H 1.635 1.956 2.424
H 0.256 0.952 1.920
H 1.879 0.223 2.067
H 0.916 3.425 0.421
H 0.961 2.644 -1.188
H -0.278 2.189 -0.013
O 0.164 2.318 -3.779
C -0.547 1.820 -4.723
C -0.597 2.356 -6.041
C -1.389 1.795 -7.026
C -2.181 0.673 -6.775
C -2.158 0.129 -5.493
C -1.376 0.676 -4.493
C -1.376 0.127 -3.090
O -0.085 -0.037 -2.562
N -2.185 1.044 -2.284
N -2.489 0.739 -1.047
C -3.080 1.613 -0.312
C -3.452 1.345 1.068
Br -2.584 -0.131 1.902
C -4.281 2.072 1.827
C -5.102 3.211 1.376
C -5.736 3.238 0.130
C -6.515 4.317 -0.256
C -6.697 5.396 0.599
C -6.095 5.374 1.850
C -5.313 4.295 2.231
H 0.374 0.796 -2.823
H 0.018 3.224 -6.254
H -1.393 2.234 -8.020
H -2.795 0.236 -7.553
H -2.766 -0.743 -5.266
H -1.859 -0.850 -3.040
H -2.202 2.014 -2.584
H -3.315 2.605 -0.703
H -4.346 1.823 2.879
H -5.624 2.388 -0.531
H -6.993 4.315 -1.228
H -7.305 6.240 0.300
H -6.232 6.206 2.530
H -4.841 4.286 3.207
O -2.242 -5.256 2.367
C -1.761 -4.128 2.181
O -1.599 -3.464 1.131
C -1.231 -3.395 3.443
C -1.336 -3.968 4.706
C -0.781 -3.314 5.791
C -0.132 -2.105 5.582
C -0.085 -1.605 4.291
N -0.623 -2.225 3.241
H -1.840 -4.921 4.792
H -0.842 -3.738 6.787
H 0.329 -1.563 6.398
H 0.407 -0.657 4.088
*
```

---

Computed HOMO, in the same sequence as the records: -8.9; -5.0; -1.3 eV.